Below is 3 unconnected molecules or ions with the total composition C24H31NO7 at a distorted geometry, with properties calculated with ωB97M-V with the def2-TZVPD basis set.

```
63
Properties=species:S:1:pos:R:3:forces:R:3
C 8.8418 -4.1079 -0.1581 -0.550 8.190 -5.465
C 8.8787 -2.8930 -0.9075 -1.915 -8.118 4.817
C 8.3638 -1.5318 -1.7323 0.434 -0.518 0.318
C 7.6854 -0.4170 -0.7211 -0.116 -0.694 1.151
C 6.2829 0.2408 -1.3156 0.895 -0.741 -0.718
C 4.9176 -0.4384 -0.7148 -3.220 1.701 1.478
C 3.8494 0.3667 -0.0559 1.652 -1.740 -1.381
C 3.9079 1.9851 0.1954 -1.040 -0.281 0.534
C 2.4718 -0.4181 0.4759 -2.000 1.231 3.477
O 1.7630 0.0032 1.5595 4.409 -2.597 -7.115
C 1.9952 -1.7457 -0.4225 2.291 -1.421 -1.312
C 0.3812 -2.0235 -0.4840 -0.093 0.326 1.096
C -0.5048 -0.7978 -1.1394 -0.430 -0.783 0.188
O -1.0129 -1.1961 -2.4941 1.929 0.476 0.875
C 3.0522 -2.5817 -1.0992 -2.419 2.587 2.122
C 2.6405 -3.8662 -2.0305 0.759 -0.875 -0.563
C 3.7531 -5.0976 -2.0157 3.582 0.609 -2.028
N 4.9008 -5.0263 -2.7844 -4.988 -0.892 3.355
C 4.6213 -2.0818 -0.8114 4.025 -2.430 0.702
O 5.6507 -2.9092 -0.6127 -6.496 4.817 -1.331
H 8.6401 -5.1702 0.3478 0.922 3.114 -1.432
H 9.3139 -1.0932 -2.3007 -2.201 -0.967 1.240
H 7.5149 -1.8165 -2.5211 2.132 0.121 1.791
H 7.3875 -0.9928 0.2642 0.756 1.207 -1.979
H 8.4734 0.4196 -0.4152 -1.792 -1.760 -0.844
H 6.3286 0.0502 -2.4930 -0.417 0.450 2.476
H 6.3771 1.3967 -1.1612 -0.770 -2.320 -0.116
H 4.0863 2.1550 1.3530 -0.183 -0.254 -2.481
H 2.8445 2.4785 -0.0295 2.249 -1.332 0.461
H 4.6754 2.5682 -0.4676 -1.311 -1.485 1.409
H -0.0120 -2.1377 0.6374 1.125 0.272 -2.347
H 0.0623 -3.0040 -1.0372 0.953 1.911 0.954
H 0.0840 0.2131 -1.1650 -1.150 -1.895 0.037
H -1.4898 -0.7041 -0.4720 2.262 -0.008 -1.657
H -0.2420 -1.3375 -3.1222 -1.226 0.394 1.361
H 2.5210 -3.5230 -3.1672 0.512 -0.607 2.523
H 1.6124 -4.3633 -1.7451 2.084 1.340 -0.208
H 3.6323 -6.0428 -1.3288 -0.271 2.091 -1.161
H 5.4219 -5.9105 -2.5793 -0.402 0.883 -0.222
O -4.3624 4.2416 1.1170 -0.100 -1.651 -1.084
C -4.4065 3.0606 0.8145 -0.095 1.879 0.896
O -4.5233 2.5973 -0.4645 0.078 0.653 0.304
C -4.6544 1.1768 -0.4380 -0.053 -0.549 -0.466
C -4.0676 0.7478 0.8813 0.414 -0.760 0.283
C -4.3881 1.9149 1.7805 0.422 -0.500 -0.089
H -5.7161 0.9224 -0.5231 0.045 0.022 0.001
H -4.1165 0.7409 -1.2849 -0.161 0.272 -0.015
H -4.4669 -0.2042 1.2409 0.037 0.091 -0.124
H -2.9797 0.6446 0.7874 -0.145 -0.050 -0.046
H -5.3767 1.8169 2.2376 0.402 0.189 -0.043
H -3.6200 2.0555 2.5445 -0.385 0.236 0.041
O -6.6324 2.5860 3.4530 -2.234 0.799 0.348
C -7.7387 2.9837 3.1272 1.589 -0.823 0.663
O -8.7383 3.2850 4.0070 0.947 -0.212 -0.179
C -9.9209 3.6111 3.2784 -0.746 0.182 0.129
C -9.4443 4.0212 1.9096 -0.405 0.514 -0.675
C -8.2157 3.1685 1.7185 -0.034 0.394 -0.370
H -10.5664 2.7271 3.2463 0.056 0.049 0.030
H -10.4541 4.4212 3.7844 0.181 -0.245 0.125
H -10.1992 3.8817 1.1312 0.049 0.040 0.167
H -9.1587 5.0801 1.9180 -0.079 -0.176 -0.006
H -8.4606 2.1913 1.2930 0.150 0.017 0.010
H -7.4640 3.6782 1.1113 0.091 -0.372 0.093
```
Positions in Å, forces in eV/Å.

Summary:
Net charge: 0
Gap between HOMO and LUMO, eV: 7.5
E_tot, eV: -41198.2850
Energy relative to the best compared isomer or geometry (same formula, charge and spin), kJ/mol: 1703.6

Below is a molecular structure, Cl3FO12Sr3 at a distorted geometry, with properties calculated with ωB97M-V with the def2-TZVPD basis set.

```
19
Properties=species:S:1:pos:R:3:forces:R:3
Sr -1.9877 0.6968 0.3181 1.166 0.023 -1.019
Sr -1.0883 -3.6150 -0.8469 -0.590 1.087 -1.845
Sr 1.6971 -1.2792 1.2399 0.371 2.131 -0.318
F -0.6651 -1.3524 0.7766 0.091 -1.065 -0.452
Cl 0.1954 1.2334 3.9224 -4.969 2.895 0.906
O -1.1762 1.5998 4.2911 2.899 -0.419 -1.816
O 0.8771 0.8960 5.0812 3.190 0.451 5.872
O 0.2813 0.0384 3.2527 -1.135 -4.892 -4.819
O 1.0152 2.1742 3.2849 0.391 1.921 -0.374
Cl 1.6363 1.3187 -0.9713 5.436 4.672 0.117
O 0.6963 1.2031 0.1469 -4.375 -3.915 1.651
O 2.3465 2.4080 -0.4239 0.873 1.102 -1.076
O 2.5649 0.2612 -1.1663 0.888 -4.686 3.110
O 1.1583 1.4437 -2.2431 -4.073 1.490 -2.455
Cl -1.5386 -1.3997 -3.3657 2.538 1.224 -7.818
O -1.1932 -0.1266 -3.9390 -0.772 -1.761 -0.599
O -1.6842 -1.0690 -2.0268 -0.621 0.011 9.370
O -2.6952 -2.0703 -3.7804 -1.488 -0.035 -0.424
O -0.4402 -2.3610 -3.5504 0.180 -0.234 1.991
```
Positions in Å, forces in eV/Å.

Summary:
Net charge: +3
Gap between HOMO and LUMO (spin up / spin down), eV: 6.3 / 4.4
Multiplicity: 2
E_tot, eV: -67309.6846
Energy relative to the best compared isomer or geometry (same formula, charge and spin), kJ/mol: 0.0

Below is 3 unconnected molecules or ions with the total composition C18H23F5O13P2S at a distorted geometry, with properties calculated with ωB97M-V with the def2-TZVPD basis set.

```
62
Properties=species:S:1:pos:R:3:forces:R:3
O -3.1757 2.0565 -4.5043 0.164 0.178 0.339
C -2.6920 1.8731 -3.4364 -0.368 -0.220 -0.590
O -2.3887 2.8726 -2.5353 0.160 -0.387 -0.249
C -1.7644 2.2898 -1.4560 0.420 0.001 1.202
O -1.3186 2.9104 -0.5486 -0.133 0.245 -0.288
C -1.7805 0.8047 -1.6276 -0.065 0.195 -1.101
S -1.2165 -0.3755 -0.4402 -1.134 0.469 2.359
O -2.3123 -1.2400 -0.1283 0.046 -0.570 -1.185
O -0.6683 0.2911 0.6951 0.713 0.446 -0.572
C 0.2129 -1.3110 -1.1960 0.523 -0.017 -0.447
F 0.3037 -1.1129 -2.5189 -0.415 -0.017 -0.154
F 1.3304 -0.8074 -0.6745 -0.102 0.116 0.442
C 0.1938 -2.8499 -0.9199 0.946 -0.138 -0.201
F 1.4753 -3.2515 -0.9064 0.086 0.047 -0.079
F -0.3890 -3.4993 -1.9112 -0.656 0.040 0.064
F -0.3218 -3.1632 0.2483 -0.389 0.046 0.111
C -2.3317 0.5471 -2.8222 0.138 -0.575 0.863
C -2.5689 -0.7693 -3.4305 -0.013 0.087 -0.605
C -3.4778 -1.6856 -2.9143 0.143 0.165 0.122
C -3.6071 -2.9137 -3.5352 -0.337 -0.488 -0.090
C -2.8723 -3.2430 -4.6604 0.321 0.172 -0.331
C -1.9853 -2.3194 -5.1972 0.022 0.206 0.312
C -1.8470 -1.0931 -4.5763 0.084 0.356 -0.228
H -4.0610 -1.4386 -2.0404 -0.023 -0.049 0.054
H -4.3089 -3.6467 -3.1618 -0.052 0.082 0.173
H -2.9796 -4.2016 -5.1474 -0.129 -0.096 0.122
H -1.3840 -2.5174 -6.0720 -0.089 -0.196 -0.073
H -1.1652 -0.3595 -4.9880 0.045 -0.003 -0.019
C 3.7032 -4.9249 0.3579 -0.104 -0.015 0.005
O 3.7853 -5.8584 1.4549 1.808 -0.788 -1.732
P 5.1482 -5.9694 2.3258 -1.067 1.718 4.751
O 4.8111 -6.8794 3.4237 0.077 -0.415 -0.479
O 5.1705 -4.3907 2.7319 0.299 -0.078 -0.106
C 4.4242 -3.9741 3.8766 -0.238 0.202 -0.075
O 6.7578 -6.0508 2.1860 -0.955 -0.557 -2.620
C 7.4096 -5.3261 1.1230 0.144 0.131 0.086
H 3.2441 -5.4268 -0.4912 0.004 -0.078 0.052
H 3.0768 -4.0898 0.6587 0.068 0.008 0.092
H 4.6810 -4.5490 0.0611 -0.021 0.060 0.018
H 3.7349 -4.7457 4.2164 0.073 -0.070 -0.011
H 3.8546 -3.0830 3.6109 0.037 0.009 -0.018
H 5.1189 -3.7263 4.6779 -0.004 -0.054 0.020
H 7.3862 -4.2555 1.3289 -0.072 -0.016 0.031
H 6.9417 -5.5278 0.1589 0.057 -0.026 -0.018
H 8.4428 -5.6594 1.0839 -0.030 -0.078 0.066
C -2.4314 7.4818 0.0570 -0.035 0.156 -0.125
O -3.5302 7.2117 0.9526 1.052 -2.435 -1.160
P -3.3143 6.2386 2.2500 -1.637 3.175 5.483
O -4.6143 6.3995 2.9297 -0.228 -0.195 -0.739
O -2.1010 7.1357 2.8693 0.357 -0.361 -0.306
C -2.4418 8.3073 3.6101 0.073 0.303 -0.164
O -2.8052 4.8970 3.0889 0.145 -0.570 -3.132
C -1.5757 4.2300 2.7979 0.536 0.167 -0.087
H -2.7896 7.3940 -0.9667 -0.065 -0.039 0.035
H -2.0858 8.5006 0.2271 -0.002 -0.025 0.074
H -1.5989 6.7958 0.1998 0.034 0.030 0.021
H -3.4868 8.5835 3.4773 -0.032 -0.102 0.009
H -1.8118 9.1285 3.2661 0.031 -0.029 0.006
H -2.2431 8.1240 4.6654 -0.053 -0.033 0.003
H -0.7407 4.8673 3.0972 0.028 -0.027 -0.031
H -1.4893 3.9936 1.7380 0.036 -0.105 0.028
H -1.5302 3.3013 3.3610 -0.222 0.042 0.069
```
Positions in Å, forces in eV/Å.

Summary:
Net charge: 0
Gap between HOMO and LUMO, eV: 7.6
E_tot, eV: -88655.7369

Below is 2 unconnected molecules or ions with the total composition C5H11NO at a distorted geometry, with properties calculated with ωB97M-V with the def2-TZVPD basis set.

```
18
Properties=species:S:1:pos:R:3:forces:R:3
C -0.3935 -1.9395 0.7639 2.860 1.791 -0.850
N 1.3309 -0.4715 -1.0653 -0.097 -1.724 3.740
C -0.0032 -0.0588 -0.8303 1.721 0.777 -1.294
C -0.7779 -0.6926 0.0046 -2.308 0.209 1.009
C -0.6024 2.3807 -1.2881 1.178 -0.034 -1.096
C -0.3608 1.1249 -1.6806 -0.662 -0.402 0.875
H -0.0721 -2.7484 0.1110 -0.030 -0.091 -0.079
H -1.2146 -2.1782 1.2890 -2.914 -1.487 1.954
H 0.4020 -1.7467 1.5427 -0.573 -0.077 -0.880
H 1.6899 -1.2884 -0.4144 -0.964 2.213 -2.223
H 1.6353 -0.4161 -1.9868 0.850 -0.170 -1.604
H -1.7951 -0.2069 0.1339 1.292 -0.913 0.157
H -0.5366 2.6797 -0.2429 0.011 -0.001 -0.286
H -0.5536 3.1471 -2.1029 -0.790 -0.485 0.998
H -0.4919 0.8223 -2.7104 0.408 0.374 -0.449
H 0.5885 0.7869 2.0584 2.515 2.749 -3.966
H 0.8138 0.4099 3.6086 1.742 0.733 0.946
O 0.3411 0.3957 2.8097 -4.239 -3.462 3.049
```
Positions in Å, forces in eV/Å.

Summary:
Net charge: -1
Gap between HOMO and LUMO (spin up / spin down), eV: 2.7 / 8.5
Multiplicity: 2
E_tot, eV: -8897.4082
Energy relative to the best compared isomer or geometry (same formula, charge and spin), kJ/mol: 265.7

Below is C5H11N in the gas phase, with properties calculated with ωB97M-V with the def2-TZVPD basis set.

```
17
Properties=species:S:1:pos:R:3:forces:R:3
C -1.5018 1.4235 1.4325 -0.042 -0.015 0.000
C -0.3048 0.9232 0.6240 0.067 -0.018 -0.017
C -0.6072 -0.3773 -0.1307 0.187 -0.022 -0.035
N 0.6120 -0.9097 -0.7852 0.277 0.010 -0.006
C 1.5503 -1.6736 -0.1532 -0.096 0.029 0.089
C 1.0625 -0.5001 -1.9860 -0.149 0.125 -0.011
H -2.3667 1.6249 0.7898 0.124 -0.044 0.072
H -1.2629 2.3515 1.9635 -0.009 -0.162 -0.111
H -1.8073 0.6838 2.1814 0.038 0.085 -0.107
H 0.0061 1.6925 -0.0952 -0.042 -0.133 0.095
H 0.5500 0.7414 1.2864 -0.122 0.004 -0.096
H -1.3817 -0.2107 -0.8911 0.244 -0.103 0.078
H -0.9756 -1.1375 0.5739 0.218 0.070 -0.177
H 2.5686 -1.2937 -0.1937 -0.271 -0.464 -0.190
H 1.3208 -2.6444 0.2892 -0.184 0.444 0.120
H 1.0110 0.5485 -2.2740 -0.306 -0.192 -0.081
H 1.5268 -1.2426 -2.6316 0.065 0.387 0.377
```
Positions in Å, forces in eV/Å.

Summary:
Net charge: 0
Gap between HOMO and LUMO (spin up / spin down), eV: 8.0 / 7.9
E_tot, eV: -6850.3707
Energy relative to the best compared isomer or geometry (same formula, charge and spin), kJ/mol: 304.7

Below is a gas-phase ion, C6H10N (charge +1) at a distorted geometry, with properties calculated with ωB97M-V with the def2-TZVPD basis set.

```
17
Properties=species:S:1:pos:R:3:forces:R:3
C 1.7837 2.1561 -0.0887 0.070 -0.950 0.875
C -2.5392 0.1633 0.4707 0.515 -0.259 0.784
C 0.5664 1.6773 -0.3524 1.885 -1.547 2.515
C -0.0496 0.4231 0.1181 -0.179 -2.094 0.421
C -0.0023 -2.1348 -0.1629 -0.976 -0.380 0.857
C 0.8221 -0.8932 0.0595 -3.136 2.227 -3.000
N -1.2996 0.2321 0.3605 1.578 1.622 -0.608
H 2.2051 2.9907 -0.5672 -0.308 1.262 -0.968
H 2.5249 1.8550 0.6400 -0.404 -0.972 0.237
H -3.1678 -0.1042 -0.3413 -0.344 -0.055 -1.026
H -3.0206 0.2757 1.4301 0.099 0.085 0.391
H -0.0101 2.1827 -0.9838 -2.415 2.162 -2.675
H -0.5083 -2.5234 0.8030 1.423 0.208 -1.448
H -0.9042 -1.9084 -0.7930 1.241 -0.505 -0.105
H 0.7862 -2.7678 -0.6377 -1.521 -0.497 0.443
H 1.4190 -0.6854 -0.8389 0.174 -0.196 0.419
H 1.3944 -0.9388 0.8840 2.298 -0.109 2.888
```
Positions in Å, forces in eV/Å.

Summary:
Net charge: +1
Gap between HOMO and LUMO, eV: 10.1
E_tot, eV: -7864.6710
Energy relative to the best compared isomer or geometry (same formula, charge and spin), kJ/mol: 161.8

Below is a molecular structure, C11H9ClF5N2O7Pt at a distorted geometry, with properties calculated with ωB97M-V with the def2-TZVPD basis set.

```
36
Properties=species:S:1:pos:R:3:forces:R:3
Pt -0.6229 -0.2439 -0.7292 0.308 0.818 -1.040
O -3.3747 1.8884 -2.1721 0.032 0.031 -0.019
Cl -2.9949 0.5389 -2.4331 -0.151 -0.289 0.101
O -3.6742 0.0256 -3.5820 0.121 0.050 -0.083
O -1.5170 0.4862 -2.6875 0.334 -0.716 0.575
O -3.1993 -0.3078 -1.2854 -0.806 0.098 -0.001
C -0.1545 -3.5015 2.6527 -0.014 -0.072 -0.042
N -0.2900 -2.1180 2.2163 0.060 0.123 0.184
C -1.5311 -1.3923 2.4693 -0.127 -0.016 -0.012
C 0.5980 -1.5495 1.4218 -0.097 -0.073 -0.093
C 1.8194 -2.3151 1.0173 0.126 0.119 0.076
O 0.4089 -0.3603 1.0225 0.289 -0.370 0.326
H -1.0002 -3.7456 3.2886 0.006 0.005 0.005
H 0.7611 -3.6431 3.2278 0.008 0.022 -0.017
H -0.1587 -4.1850 1.8024 -0.039 0.008 -0.012
H -2.0573 -1.8697 3.2917 0.011 -0.010 -0.001
H -2.1575 -1.3951 1.5720 0.028 -0.007 0.001
H -1.3113 -0.3580 2.7188 0.011 -0.001 -0.006
H 2.4511 -2.5247 1.8833 -0.003 -0.001 0.007
H 2.3691 -1.7148 0.2986 -0.005 -0.003 0.001
H 1.5376 -3.2600 0.5556 -0.020 -0.014 -0.006
O -1.1865 -4.5510 -0.6029 -0.006 0.002 0.136
C -0.9670 -3.3757 -0.7148 0.056 -0.116 -0.200
N -0.6789 -2.2417 -0.8311 -0.223 0.082 -0.171
F 3.3578 5.2972 -1.8465 0.008 0.001 0.007
C 2.4051 4.4004 -1.5297 -0.018 -0.021 -0.020
C 2.4709 3.1024 -1.9913 -0.041 0.028 0.021
F 3.5054 2.7269 -2.7604 0.004 0.004 -0.002
C 1.4878 2.1786 -1.6748 0.048 0.006 0.024
F 1.6498 0.9366 -2.1624 -0.015 -0.018 -0.013
C 0.3841 2.5002 -0.8668 -0.106 0.020 0.110
O -0.5878 1.7170 -0.4907 0.182 0.319 0.204
C 0.3531 3.8397 -0.4227 0.054 0.007 -0.035
F -0.6635 4.2368 0.3550 -0.001 -0.008 0.020
C 1.3285 4.7604 -0.7372 -0.027 -0.012 -0.021
F 1.2395 6.0173 -0.2729 0.010 0.005 -0.005
```
Positions in Å, forces in eV/Å.

Summary:
Net charge: -1
Gap between HOMO and LUMO, eV: 7.6
E_tot, eV: -58215.9940
Energy relative to the best compared isomer or geometry (same formula, charge and spin), kJ/mol: 72.7

> Among the records above, which one has the highest net charge?

Cl3FO12Sr3

> Which of these has the highest E_tot?

C5H11N

> Which of these has the highest net charge?

Cl3FO12Sr3